# 1
# C28H71NO20

A 11-piece molecular cluster, C28H71NO20 overall (the ωB97M-V functional and the def2-TZVPD basis, the OMol25 dataset).

Its HOMO-LUMO gap is 9.21 eV. The calculation puts the HOMO energy at -8.93 eV. Its SMILES is CCOC(=O)OC.CCOC(=O)OC.CCOC(=O)OC.CCOC(=O)OC.COCCNCCOC.CO.CO.CO.CO.CO.CO. The calculation puts the maximum force at 1.61 eV Å⁻¹.

Positions of all 120 atoms, in Å:
C1 -19.69543 20.28141 13.96217
C2 -20.64788 20.92585 14.96181
O1 -21.19282 19.96008 15.84529
C3 -20.42782 19.38578 16.76706
O2 -19.27267 19.62079 17.01608
O3 -21.19787 18.46419 17.33518
C4 -20.68879 17.63844 18.37190
H1 -19.32895 20.98211 13.21083
H2 -20.16277 19.45399 13.43366
H3 -18.80698 19.93982 14.49811
H4 -21.48105 21.35045 14.40714
H5 -20.11950 21.72340 15.48332
H6 -20.45369 18.22830 19.25675
H7 -19.82277 17.05939 18.05517
H8 -21.43261 16.89558 18.64552
C5 -23.82380 18.35276 21.95357
C6 -22.81378 17.38669 21.40168
O4 -22.90193 16.13922 22.07415
C7 -22.02544 15.22065 21.67622
O5 -21.11525 15.39472 20.91055
O6 -22.31489 14.07572 22.28374
C8 -21.51800 12.96570 21.87794
H9 -24.84013 18.00373 21.73647
H10 -23.74132 19.33324 21.48715
H11 -23.78004 18.45708 23.03821
H12 -21.80272 17.81392 21.41957
H13 -22.95332 17.23151 20.32774
H14 -21.52493 12.84164 20.79700
H15 -21.93635 12.07491 22.33673
H16 -20.48939 13.08345 22.22095
C9 -22.76227 16.57152 14.43513
C10 -22.47346 17.79218 13.58672
O7 -23.45970 17.89353 12.55582
C11 -23.11664 18.66103 11.50777
O8 -22.02789 19.11285 11.31536
O9 -24.13305 18.85489 10.66929
C12 -25.43592 18.39091 11.01086
H17 -23.77721 16.54417 14.82308
H18 -22.02767 16.58264 15.24349
H19 -22.58276 15.67112 13.84708
H20 -21.48751 17.63030 13.14424
H21 -22.40208 18.69848 14.18574
H22 -25.71896 18.71136 12.01208
H23 -25.48600 17.30449 10.94015
H24 -26.12453 18.82687 10.29420
C13 -23.42865 6.96339 14.16030
C14 -22.15360 7.75415 13.97687
O10 -22.46221 9.12589 14.25155
C15 -21.48023 9.98200 14.01686
O11 -20.43331 9.72518 13.48155
O12 -21.87093 11.18080 14.45419
C16 -20.91079 12.20743 14.28308
H25 -24.18078 7.30548 13.45246
H26 -23.79796 7.03546 15.18362
H27 -23.22757 5.90484 13.98814
H28 -21.82830 7.65469 12.94252
H29 -21.38807 7.39243 14.66182
H30 -21.29730 13.09968 14.78093
H31 -20.81885 12.46550 13.22697
H32 -19.95378 11.97950 14.74793
C17 -28.85615 21.33638 20.57865
O13 -27.66647 20.61295 20.38942
C18 -27.59794 20.05075 19.10498
C19 -26.41660 19.09513 19.05171
N1 -25.80426 19.08141 17.72066
C20 -24.48107 18.44492 17.67660
C21 -24.50737 16.92171 17.63709
O14 -24.80878 16.40405 18.91880
C22 -24.79262 14.99585 18.94648
H33 -29.73548 20.67525 20.57048
H34 -28.99699 22.06876 19.77312
H35 -28.81145 21.82029 21.55000
H36 -27.49946 20.85554 18.36200
H37 -28.51883 19.50338 18.84414
H38 -26.72958 18.08968 19.35458
H39 -25.65942 19.43316 19.76005
H40 -26.40462 18.57565 17.07679
H41 -23.90644 18.82584 18.52105
H42 -23.99067 18.76986 16.75347
H43 -23.54992 16.52965 17.26364
H44 -25.26763 16.64359 16.88346
H45 -25.07044 14.66401 19.94341
H46 -23.82287 14.56735 18.66267
H47 -25.52801 14.63646 18.21470
C23 -25.21883 13.36059 15.68679
O15 -23.80593 13.48704 15.89192
H48 -25.59421 12.55880 16.32310
H49 -25.70519 14.31224 15.89299
H50 -25.41220 13.06744 14.65321
H51 -23.55516 12.85290 16.56645
C24 -16.38660 15.48512 17.77366
O16 -16.01197 15.41613 16.39522
H52 -17.09468 16.30012 17.95941
H53 -16.85480 14.54739 18.05382
H54 -15.51174 15.67832 18.39974
H55 -15.76517 16.29428 16.09508
C25 -18.97010 16.49345 15.23930
O17 -19.45476 15.16084 15.02907
H56 -18.98467 16.63350 16.31397
H57 -17.96412 16.67300 14.86536
H58 -19.67185 17.18500 14.76448
H59 -19.42716 14.92726 14.09738
C26 -21.07095 14.01984 17.68952
O18 -19.68357 14.28432 17.57891
H60 -21.37921 13.20614 17.03283
H61 -21.30879 13.82435 18.73758
H62 -21.68213 14.91362 17.50103
H63 -19.51903 14.45962 16.63376
C27 -19.00321 11.21340 19.12885
O19 -18.16517 12.30932 18.86660
H64 -18.48123 10.47699 19.73344
H65 -19.91885 11.52118 19.65179
H66 -19.32438 10.71459 18.20040
H67 -18.68772 12.98421 18.40156
C28 -17.09614 12.30457 15.11335
O20 -15.80003 12.87504 15.18692
H68 -17.45972 11.99474 16.10419
H69 -17.81193 13.00925 14.67813
H70 -17.04362 11.40368 14.50345
H71 -15.89500 13.75373 15.58285

# 2
# C17H20N4O4

One molecule with the formula C17H20N4O4 (the ωB97M-V functional and the def2-TZVPD basis, the OMol25 dataset).

Its HOMO-LUMO gap is 9.11 eV. The calculation puts the HOMO energy at -9.49 eV. Its SMILES is O=C(Cn1nnc2ccccc2c1=O)NC[C@H]1CC[C@@H](C(=O)O)CC1. The energy above the lowest of the compared OMol25 structures with the same formula, charge and spin is 40.66 kcal/mol. The calculation puts the maximum force at 1.36 eV Å⁻¹.

Positions of all 45 atoms, in Å:
O1 -2.12192 -2.45770 -1.74235
C1 -1.18198 -2.55746 -0.98903
N1 -1.22633 -2.38214 0.33994
H1 -0.37708 -2.52027 0.87522
C2 -2.37794 -1.86032 1.04057
H2 -2.35552 -2.26913 2.05298
H3 -3.27422 -2.21996 0.52913
C3 -2.40873 -0.31735 1.09587
C4 -3.04847 0.27963 -0.15832
C5 -3.13179 1.79900 -0.05015
H4 -3.57365 2.21062 -0.95810
C6 -1.73727 2.40611 0.14594
C7 -0.96337 2.28712 -1.15391
O2 -1.41992 2.56612 -2.22961
O3 0.30405 1.87667 -1.01033
H5 0.73312 1.81999 -1.88317
C8 -1.04563 1.79011 1.36212
C9 -1.00654 0.26700 1.27841
H6 -0.38553 -0.01436 0.42707
H7 -0.54324 -0.13669 2.18214
H8 -0.02862 2.17685 1.44735
H9 -1.59830 2.08848 2.25610
H10 -1.84791 3.48605 0.30892
H11 -3.76284 2.07347 0.79782
H12 -2.46685 0.00515 -1.03922
H13 -4.05148 -0.12979 -0.28950
H14 -3.02201 -0.03486 1.95939
C10 0.23469 -2.92199 -1.49555
N2 1.18244 -1.85488 -1.24666
N3 1.35581 -1.00255 -2.25304
N4 2.12399 -0.03007 -2.17373
C11 2.85885 0.20186 -1.03783
C12 3.72818 1.29772 -0.98765
C13 4.46199 1.52570 0.15238
C14 4.34834 0.67991 1.25856
C15 3.49687 -0.40034 1.22694
C16 2.74612 -0.64932 0.07666
C17 1.80961 -1.75719 -0.00582
O4 1.54558 -2.54150 0.89092
H15 3.38960 -1.06764 2.06835
H16 4.93300 0.87947 2.14372
H17 5.13466 2.36910 0.19788
H18 3.80472 1.93827 -1.85159
H19 0.18147 -3.07596 -2.57348
H20 0.58406 -3.82291 -0.98532

# 3
# C2HO4S

An isolated ion of composition C2HO4S and charge -1 (the ωB97M-V functional and the def2-TZVPD basis, the OMol25 dataset).

Its HOMO-LUMO gap is 7.88 eV. The calculation puts the HOMO energy at -3.93 eV. Its net charge is -1. The energy above the lowest of the compared OMol25 structures with the same formula, charge and spin is 35.48 kcal/mol. The calculation puts the maximum force at 2.64 eV Å⁻¹.

Positions of all 8 atoms, in Å:
C1 -0.97304 -0.41974 0.22703
C2 -1.30119 0.84020 0.24746
O1 -1.69759 1.92450 -0.02219
O2 1.88033 0.85839 -1.00847
O3 1.77333 -0.74426 0.89039
O4 -0.18103 -0.78001 -0.78332
S1 1.63649 -0.53246 -0.58608
H1 -1.13729 -1.14662 1.03519

# 4
# C24H38N7O8PRb

C24H38N7O8PRb as an isolated structure (the ωB97M-V functional and the def2-TZVPD basis, the OMol25 dataset).

Its HOMO-LUMO gap (spin up / spin down) is 7.80 / 3.79 eV. The calculation puts the HOMO energy (spin up / spin down) at -13.69 / -13.69 eV. Its net charge is +2. The calculation puts the maximum force at 3.65 eV Å⁻¹. As for the expectation value of S²: 0.761. Its multiplicity is 2.

Positions of all 79 atoms, in Å:
Rb1 2.94117 3.61508 -0.48661
N1 2.25011 1.26069 2.14951
H1 1.69098 1.18281 2.98701
H2 2.71484 0.39482 1.91628
H3 2.96167 1.97607 2.10450
H4 1.74864 1.43892 1.29111
O1 0.85187 1.78924 -0.01311
H5 0.00770 1.79837 -0.50486
C1 -2.74678 0.05416 1.24112
C2 -2.82565 0.66476 0.01223
C3 -3.77169 0.17601 -0.94243
C4 -4.51470 -0.99613 -0.67011
C5 -4.39164 -1.60308 0.62050
C6 -3.62119 -0.95204 1.60524
N2 -5.34602 -1.68317 -1.72542
O2 -5.88756 -2.74920 -1.42425
O3 -5.47434 -1.22995 -2.83135
H6 -2.06149 0.45809 1.97161
H7 -2.06456 1.40513 -0.18523
H8 -3.80729 0.53825 -1.95925
H9 -4.89735 -2.49654 0.95573
H10 -3.67418 -1.16570 2.66257
C7 0.10601 1.85865 -3.25271
C8 -0.46153 3.10347 -2.96993
C9 -0.54552 4.12238 -3.88068
C10 -0.10619 3.90596 -5.22460
C11 0.50257 2.65593 -5.52484
C12 0.57975 1.65171 -4.52558
N3 -0.23571 4.97292 -6.25898
O4 0.13174 4.68402 -7.37138
O5 -0.73285 6.07646 -5.98583
H11 0.25330 1.05554 -2.54580
H12 -0.89170 3.27741 -1.99468
H13 -1.01540 5.04320 -3.56809
H14 0.82356 2.37880 -6.51810
H15 0.97288 0.67259 -4.75618
C13 -1.25695 3.13305 4.37885
C14 -2.63742 3.02819 4.23026
C15 -3.20280 3.23114 2.97735
C16 -2.48029 3.68922 1.82521
C17 -1.10455 3.74851 1.97868
C18 -0.47180 3.45258 3.21368
N4 -3.15609 3.99754 0.51340
O6 -2.43313 4.26629 -0.46965
O7 -4.39877 4.01964 0.48198
H16 -0.89022 2.75053 5.31991
H17 -3.29182 2.68053 5.01595
H18 -4.27720 3.12130 2.97773
H19 -0.40846 4.01103 1.19578
H20 0.60727 3.41218 3.23352
O8 2.74210 -1.40356 1.61979
P1 2.47840 -2.71075 0.97188
N5 2.68949 -4.05294 2.04764
C19 2.58120 -5.42893 1.64315
C20 3.29140 -3.73894 3.36104
N6 3.51483 -3.09958 -0.31565
C21 3.29686 -2.29334 -1.47329
C22 4.95381 -3.32251 -0.06949
N7 0.89848 -2.89674 0.37232
C23 -0.19991 -1.86870 0.60225
C24 0.44912 -4.00109 -0.43260
H21 2.54109 -5.56238 0.56209
H22 1.70880 -5.95679 2.02835
H23 3.46726 -5.99766 1.92522
H24 3.15929 -4.66261 3.92449
H25 2.73394 -2.97631 3.90485
H26 4.33236 -3.46511 3.18922
H27 3.86188 -2.83265 -2.23355
H28 2.23581 -2.20237 -1.70565
H29 3.66812 -1.27928 -1.32512
H30 5.31088 -2.47773 0.51954
H31 5.19507 -4.22886 0.48585
H32 5.58174 -3.33196 -0.96040
H33 -0.86985 -1.79811 -0.25466
H34 -0.82855 -2.25705 1.40355
H35 0.28608 -0.92492 0.84961
H36 -0.56293 -4.35311 -0.23276
H37 0.88746 -4.96646 -0.17958
H38 0.53450 -3.78665 -1.49788